1.
Formula: C10H18N3O6PS
Source: the OMol25 dataset
Level of theory: ωB97M-V/def2-TZVPD

```
39
Properties=species:S:1:pos:R:3:mulliken_charge:R:1
C -2.40655 -1.32200 -4.03781 -0.90
C -2.37083 -1.51041 -2.67292 -0.55
C -1.34657 -0.82196 -1.81447 0.34
C -1.72487 0.46138 -1.01971 0.50
O -2.68664 1.15414 -1.07866 -0.58
O -0.65869 0.68961 -0.16594 -0.40
C 0.18868 -0.46832 -0.14008 -0.19
N 0.76578 -0.73504 1.15500 -0.42
P 1.71870 -0.00504 -1.27859 0.15
N 1.38155 1.53024 -1.93876 -0.67
O 1.67763 -0.96930 -2.61583 -0.45
C -0.75159 -1.58931 -0.63957 1.06
S -2.15168 -1.65095 0.59496 -0.26
C -0.16323 -3.00287 -0.84122 -0.81
O -0.97857 -4.04094 -0.29429 -0.23
N -1.75074 -4.62662 -1.32791 0.08
O -2.80820 -4.92250 -0.94727 -0.29
H -2.70176 -0.36078 -4.45526 0.33
H -2.12922 -2.12155 -4.71921 0.25
H -3.10877 -2.15053 -2.19049 0.44
H -0.62841 -0.40482 -2.51605 -0.05
H 1.27490 0.10670 1.42842 0.35
H 1.51832 -1.39594 0.97461 0.32
H 0.48140 1.56141 -2.41538 0.33
H 1.35302 2.22592 -1.20226 0.34
H 1.49012 -0.46608 -3.41872 0.33
H -1.52130 -1.20774 1.68817 0.19
H 0.77083 -3.07640 -0.28932 0.40
H -0.05381 -3.24742 -1.89721 0.44
C 2.58333 3.86663 3.05943 -1.14
C 1.78716 2.67698 3.53647 0.83
C 0.85191 2.90021 4.69788 -1.15
O 1.89383 1.59277 3.01159 -0.57
H 3.21323 3.56991 2.22399 0.29
H 1.90978 4.66077 2.73381 0.33
H 3.21576 4.24093 3.86553 0.36
H 0.10793 3.65458 4.43808 0.34
H 1.41330 3.23515 5.57135 0.35
H 0.34428 1.96921 4.93765 0.30
```

Summary:
HOMO energy in eV: -8.20
Charge: 0
SMILES string: C=C[C@H]1C(=O)O[C@](N)(P(N)O)[C@]1(S)CON=O.CC(C)=O
Kohn-Sham gap in eV: 7.82
LUMO energy in eV: -0.38

---

2.
Formula: C25H87N5O16
Source: the OMol25 dataset
Level of theory: ωB97M-V/def2-TZVPD

```
133
Properties=species:S:1:pos:R:3:lowdin_spin:R:1
C 0.37742 0.27133 -1.65555 0.00
C -0.13821 -1.17558 -1.41924 0.00
C -0.34782 -1.51925 0.06027 0.00
O 0.85308 -1.21114 0.79133 0.00
C 0.63794 -1.16511 2.17531 0.00
N -1.34990 -1.37154 -2.16348 0.00
H 1.01460 0.70512 -0.88489 0.00
H -0.38313 1.03877 -1.79946 0.00
H 0.86666 0.42545 -2.61731 0.00
H 0.51752 -1.98605 -1.73744 0.00
H -0.51143 -2.59641 0.02762 0.00
H -1.20143 -0.95214 0.43153 0.00
H 0.25003 -2.10549 2.56686 0.00
H 0.02458 -0.28017 2.34495 0.00
H 1.56008 -0.95899 2.71868 0.00
H -2.01260 -0.72801 -1.75507 0.00
H -1.14144 -0.99591 -3.07757 0.00
C 2.16594 -1.95614 -4.87246 0.00
C 3.63674 -1.40635 -4.68408 0.00
C 4.31769 -1.19923 -6.00517 0.00
O 5.57051 -0.54915 -5.71715 0.00
C 6.57562 -0.51841 -6.76450 0.00
N 3.44519 -0.17372 -3.98711 0.00
H 1.71723 -1.96594 -3.87915 0.00
H 2.22296 -2.89357 -5.42569 0.00
H 1.51986 -1.32536 -5.48303 0.00
H 4.14294 -2.12770 -4.04258 0.00
H 3.75557 -0.61581 -6.73438 0.00
H 4.57739 -2.17195 -6.42287 0.00
H 7.51137 -0.39318 -6.21971 0.00
H 6.48332 0.16375 -7.60963 0.00
H 6.67071 -1.48242 -7.26423 0.00
H 2.82318 0.53255 -4.35368 0.00
H 4.38162 0.14338 -4.19366 0.00
C -3.09748 2.85613 5.85244 0.01
C -3.82783 1.78951 5.00854 0.10
C -2.82260 0.70969 4.54795 0.09
O -1.96241 1.43748 3.65050 0.21
C -2.48340 2.05060 2.47830 0.03
N -4.93647 1.21932 5.79828 0.47
H -2.12358 3.08685 5.42072 0.00
H -2.83618 2.43635 6.82383 0.00
H -3.72821 3.72297 6.04958 0.00
H -4.39178 2.19367 4.16787 0.01
H -3.24823 -0.10052 3.95592 0.00
H -2.20546 0.42627 5.40054 0.00
H -2.75327 3.09329 2.64585 0.01
H -3.30716 1.42906 2.12731 0.00
H -1.71366 2.14446 1.71227 0.01
H -4.68726 0.88452 6.71801 0.02
H -5.27208 0.48888 5.18678 0.01
C 0.67823 6.26150 2.88706 0.00
C 0.13744 7.09526 1.71530 0.00
C -0.94430 6.39582 0.83877 0.00
O -0.40672 5.34367 0.07026 0.00
C -1.44748 4.50916 -0.41234 0.00
N -0.15837 8.49836 2.08860 0.00
H 1.35454 5.46924 2.56606 0.00
H -0.19852 5.98587 3.47309 0.00
H 1.25303 6.88431 3.57249 0.00
H 0.92829 7.12342 0.96573 0.00
H -1.39227 7.13905 0.17920 0.00
H -1.74487 5.95547 1.43315 0.00
H -2.02861 4.96668 -1.21300 0.00
H -1.98281 4.14904 0.46620 0.00
H -1.13488 3.60857 -0.94085 0.00
H 0.78211 8.82078 2.26649 0.00
H -0.48154 9.00078 1.27420 0.00
C -4.32961 -2.59668 0.08672 0.00
C -3.23300 -3.63279 -0.02776 0.00
C -3.79482 -5.01304 0.47265 0.00
O -4.52372 -4.93097 1.67923 0.00
C -5.29065 -6.10288 2.00121 0.00
N -2.67072 -3.79305 -1.32283 0.00
H -5.24646 -2.94868 -0.38612 0.00
H -4.08597 -1.62403 -0.34071 0.00
H -4.65158 -2.39198 1.10776 0.00
H -2.43071 -3.26477 0.61176 0.00
H -3.08595 -5.84104 0.46790 0.00
H -4.57385 -5.25691 -0.24967 0.00
H -5.38141 -6.25787 3.07631 0.00
H -4.78637 -6.98159 1.59913 0.00
H -6.26851 -6.09595 1.51970 0.00
H -2.11219 -3.01766 -1.64980 0.00
H -3.48071 -3.68477 -1.91637 0.00
O 4.21836 -1.86479 2.77318 0.00
H 4.36134 -1.31037 2.00611 0.00
H 3.92121 -1.26085 3.45377 0.00
O -3.53728 -0.39874 -4.71736 0.00
H -3.47890 -1.28669 -4.36469 0.00
H -4.30559 -0.41718 -5.28796 0.00
O 3.47566 0.22038 4.79220 0.00
H 3.77235 0.31564 5.69725 0.00
H 2.59538 0.59631 4.78738 0.00
O 2.38301 -3.11447 0.07075 0.00
H 1.59637 -2.57488 0.14999 0.00
H 2.91057 -2.88336 0.83528 0.00
O 0.66584 -5.05861 1.70179 0.00
H 1.07307 -4.49794 1.04144 0.00
H 0.80254 -5.94895 1.37802 0.00
O 0.08241 -4.25828 4.52115 0.00
H 0.07462 -4.41771 3.57736 0.00
H 0.90164 -4.64995 4.82395 0.00
C 2.26574 3.29136 -3.87269 0.00
O 2.60561 2.44479 -5.01314 0.00
H 2.40234 2.78789 -2.91563 0.00
H 2.99812 4.09336 -3.96499 0.00
H 1.26406 3.70377 -3.99367 0.00
H 3.54932 2.57426 -5.13253 0.00
C 1.42076 2.23735 3.35593 0.00
O 0.71078 1.45981 4.31723 0.01
H 2.25161 1.74036 2.85515 0.00
H 0.90719 2.87189 2.63365 0.00
H 2.08869 2.86728 3.94344 0.00
H -0.17561 1.81532 4.41484 0.00
C 3.01421 -4.45226 -2.73928 0.00
O 3.77286 -4.73797 -3.84907 0.00
H 2.06899 -3.97170 -2.99168 0.00
H 2.82873 -5.42979 -2.29416 0.00
H 3.53458 -3.86172 -1.98524 0.00
H 3.17547 -5.01256 -4.54858 0.00
C -4.09215 1.44147 -1.81847 0.00
O -3.20859 0.67675 -0.99446 0.00
H -4.12243 2.38206 -1.26849 0.00
H -3.61731 1.76292 -2.74545 0.00
H -5.07284 0.96980 -1.88077 0.00
H -3.70963 0.15114 -0.36653 0.00
C 3.60705 0.25972 -0.45171 0.00
O 4.52098 -0.45827 0.41632 0.00
H 4.15783 0.78788 -1.23003 0.00
H 2.99389 -0.48628 -0.95731 0.00
H 2.85887 0.89934 0.01648 0.00
H 5.08430 -1.09442 -0.03043 0.00
```

Summary:
HOMO energy (alpha / beta) in eV: -10.20 / -10.20
Multiplicity: 2
Charge: +1
Kohn-Sham gap (alpha / beta) in eV: 7.13 / 1.38
LUMO energy (alpha / beta) in eV: -3.07 / -8.82

---

3.
Formula: C5H8O2
Source: the OMol25 dataset
Level of theory: ωB97M-V/def2-TZVPD

```
15
Properties=species:S:1:pos:R:3:mulliken_charge:R:1
O -0.62631 -1.96903 -0.46993 -0.66
C -0.36730 -0.90317 0.44679 0.16
C -1.34759 0.22468 0.30212 -0.62
C -0.74549 1.38941 0.07064 -0.41
C 0.75113 1.26736 0.12070 -0.73
C 1.01274 -0.24298 0.13136 0.05
O 1.44543 -0.65159 -1.13495 -0.59
H -1.20910 -1.62177 -1.15805 0.37
H -0.38187 -1.35513 1.44691 0.33
H -2.41351 0.04458 0.39671 0.48
H -1.23639 2.35038 -0.06423 0.41
H 1.11929 1.72493 1.04102 0.27
H 1.26685 1.74495 -0.71552 0.34
H 1.76927 -0.52202 0.87139 0.23
H 0.96282 -1.48059 -1.28495 0.38
```

Summary:
HOMO energy in eV: -9.82
Charge: 0
SMILES string: O[C@@H]1C=CC[C@@H]1O
Energy above the lowest of the compared OMol25 structures with the same formula, charge and spin in kcal per mole: 22.49
Kohn-Sham gap in eV: 10.74
LUMO energy in eV: 0.92

---

4.
Formula: C25H54N3O3
Source: the OMol25 dataset
Level of theory: ωB97M-V/def2-TZVPD

```
85
Properties=species:S:1:pos:R:3:mulliken_charge:R:1
C 1.58279 -5.00619 -1.06269 -0.80
C 0.78041 -4.03025 -1.70315 -0.25
C 1.45243 -2.76822 -2.38253 -1.06
C 0.86652 -1.34494 -1.82788 1.25
C 1.76246 -1.13125 -0.52740 -0.90
C 1.14398 -0.42690 -3.13603 -0.73
N -0.15109 -0.74180 -3.83740 -0.02
C -1.04757 -1.65411 -3.13960 -0.40
N -1.99939 -2.43971 -3.63319 -0.16
N -0.58232 -1.51756 -1.73765 0.29
C -1.48531 -0.43054 -1.26198 -0.80
C -0.84597 0.90627 -0.70723 0.05
C -0.70089 0.96119 0.91246 0.03
C -1.28353 2.31251 1.54009 -1.08
C -0.17503 3.09716 2.41998 -0.59
C 0.83597 3.93935 1.47296 -0.60
C 2.36572 3.50113 1.78575 -0.46
C 3.34106 3.73660 0.53462 -0.84
C 3.31477 2.40493 -0.35566 0.20
O 4.57206 2.30017 -1.05245 -0.43
C 4.71832 1.01315 -1.67473 -0.32
H 1.18386 -5.66931 -0.22400 0.25
H 2.65857 -5.20662 -1.38338 0.24
H -0.33286 -4.24973 -1.72331 0.17
H 1.31998 -2.86571 -3.52295 0.35
H 2.58500 -2.84442 -2.22909 0.61
H 2.48496 -1.96620 -0.29872 0.50
H 2.22401 -0.09946 -0.58512 -0.20
H 1.03709 -1.09607 0.36291 0.26
H 2.07651 -0.86106 -3.60893 0.36
H 1.35783 0.65343 -2.87756 0.20
H -0.05979 -0.90288 -4.84635 0.35
H -2.70852 -2.10320 -4.30099 0.28
H -2.02133 -3.44671 -3.39723 0.18
H -2.19652 -0.13688 -2.11866 0.24
H -2.17764 -0.86652 -0.45646 0.41
H -1.58097 1.75398 -0.94931 0.58
H 0.14355 1.22357 -1.15191 -0.39
H 0.43243 0.99171 1.10291 -0.19
H -1.06811 0.01238 1.41378 0.55
H -2.21738 2.07868 2.15079 0.34
H -1.60090 3.06876 0.73674 0.32
H 0.36856 2.31185 3.03211 0.25
H -0.65856 3.86278 3.11912 0.31
H 0.57922 3.83436 0.36824 0.38
H 0.78162 5.04958 1.75214 0.38
H 2.73633 4.13726 2.65084 0.20
H 2.35233 2.40901 2.13358 0.32
H 4.41278 3.85250 0.90339 0.32
H 3.02865 4.59881 -0.12809 0.33
H 3.24280 1.52882 0.36877 0.18
H 2.44844 2.45502 -1.10078 -0.01
H 5.62269 0.99905 -2.36777 0.32
H 4.87229 0.19054 -0.89300 0.23
H 3.78749 0.81606 -2.30915 -0.03
C 1.93250 7.01474 6.05995 -1.08
C 0.63939 6.21932 6.10302 -0.31
O 0.73480 4.94160 5.48845 -0.38
C 1.67890 4.03957 6.04803 -0.17
C 1.40759 3.69795 7.50177 -1.30
H 2.28864 7.11400 5.03125 0.28
H 1.78074 8.01150 6.47885 0.40
H 2.72480 6.52851 6.63314 0.28
H -0.12866 6.76859 5.55339 0.35
H 0.27342 6.11952 7.12975 0.31
H 2.69501 4.42557 5.91635 0.33
H 1.61657 3.12364 5.45440 0.28
H 1.50133 4.57301 8.14775 0.30
H 2.11730 2.94592 7.85555 0.40
H 0.39348 3.30898 7.62433 0.32
C -5.58058 -5.84068 -2.10283 -1.17
C -4.92510 -5.14568 -3.28293 -0.15
O -3.85196 -5.87946 -3.85689 -0.39
C -4.17268 -7.16152 -4.38597 -0.36
C -5.19407 -7.11912 -5.50754 -1.04
H -4.83761 -6.08517 -1.33949 0.32
H -6.34490 -5.19943 -1.65929 0.40
H -6.06009 -6.77483 -2.40098 0.27
H -4.49990 -4.19780 -2.93899 0.25
H -5.66432 -4.89312 -4.04972 0.30
H -4.49541 -7.83132 -3.58334 0.32
H -3.23931 -7.57403 -4.77596 0.30
H -6.16290 -6.75484 -5.15992 0.28
H -5.34439 -8.11794 -5.92361 0.39
H -4.86240 -6.45184 -6.30737 0.29
```

Summary:
HOMO energy in eV: -11.15
Charge: +1
Kohn-Sham gap in eV: 7.19
LUMO energy in eV: -3.96

---

> What is the charge in the third record?

0